# 1
The following is a quantum chemistry calculation of 2 unconnected molecules or ions with the total composition C3H6IN5, from the OMol25 dataset.

Each line ends with the natural charge from an NBO analysis.
Cartesian coordinates (Å):
C (0.737, 0.539, 0.208)  0.211
C (-1.999, -0.640, 0.155)  -0.441
C (0.324, -0.684, -0.473)  -0.039
N (0.864, 2.273, 1.417)  -0.054
N (0.052, 1.299, 1.033)  -0.298
N (1.979, 1.085, 0.105)  -0.348
N (2.003, 2.166, 0.883)  -0.043
N (-0.751, -1.368, 0.009)  -0.623
I (0.276, -0.201, -2.704)  -0.058
H (-2.321, -0.194, -0.794)  0.191
H (-2.766, -1.329, 0.502)  0.211
H (-1.854, 0.153, 0.890)  0.245
H (1.549, -1.608, -0.374)  0.223
H (-0.871, -2.273, -0.427)  0.390
H (2.777, 0.782, -0.430)  0.433

The strongest force on any atom is 5.32 eV/Å. As for the HOMO energy: -9.329 eV. The calculation puts the HOMO-LUMO gap at 9.035 eV. As for the relative energy (zero: lowest compared OMol25 entry of this formula, charge and spin): 0.6525 eV. As for the LUMO energy: -0.29 eV. Its total energy is -18756.4517 eV.

# 2
The following is a quantum chemistry calculation of 2 unconnected molecules or ions with the total composition C3H6INO2, from the OMol25 dataset.

Each line ends with the natural charge from an NBO analysis.
Cartesian coordinates (Å):
C (1.302, 0.425, -1.769)  -0.323
C (1.484, 0.188, -0.509)  -0.086
I (2.411, -1.582, 0.118)  0.179
N (1.121, 1.056, 0.599)  0.485
O (0.309, 1.920, 0.237)  -0.395
O (1.566, 0.939, 1.687)  -0.311
H (0.824, 1.324, -2.011)  0.232
H (1.531, -0.138, -2.559)  0.221
C (-2.094, -0.832, 0.819)  -0.857
H (-2.714, -1.164, 1.617)  0.215
H (-1.230, -1.424, 0.895)  0.211
H (-1.757, 0.177, 0.859)  0.215
H (-2.753, -0.889, 0.017)  0.215

The strongest force on any atom is 3.92 eV/Å. As for the HOMO energy: -9.875 eV. The calculation puts the HOMO-LUMO gap at 9.030 eV. As for the relative energy (zero: lowest compared OMol25 entry of this formula, charge and spin): 4.8130 eV. As for the structure (SMILES): C=C(I)[N+](=O)[O-].C. As for the LUMO energy: -0.84 eV. Its total energy is -16889.4402 eV.

# 3
The following is a quantum chemistry calculation of 3 unconnected molecules or ions with the total composition C3H6INO2, from the OMol25 dataset.

Each line ends with the natural charge from an NBO analysis.
Cartesian coordinates (Å):
C (-1.166, -1.239, 1.047)  -0.666
C (-0.612, 0.094, 0.522)  -0.125
C (0.624, 0.306, 0.037)  -0.115
N (1.089, 1.657, -0.137)  0.493
O (2.193, 1.750, -0.517)  -0.358
O (0.390, 2.577, 0.169)  -0.388
I (2.179, -1.138, -0.242)  0.202
H (-0.127, -0.268, -2.254)  -0.018
H (-0.440, -2.008, 0.765)  0.229
H (-1.062, -1.021, 2.194)  0.243
H (-2.135, -1.702, 0.761)  0.249
H (-1.254, 0.924, 0.615)  0.241
H (0.320, 0.067, -2.959)  0.014

The strongest force on any atom is 3.88 eV/Å. As for the HOMO energy: -9.732 eV. The calculation puts the HOMO-LUMO gap at 9.354 eV. As for the relative energy (zero: lowest compared OMol25 entry of this formula, charge and spin): 5.7019 eV. As for the LUMO energy: -0.38 eV. Its total energy is -16888.5514 eV.

# 4
The following is a quantum chemistry calculation of 2 unconnected molecules or ions with the total composition C3H6INO2, from the OMol25 dataset.

Each line ends with the natural charge from an NBO analysis.
Cartesian coordinates (Å):
C (1.308, -0.809, 1.248)  -0.268
N (1.374, -1.203, 0.063)  0.363
O (1.120, -0.641, -0.977)  -0.477
O (1.601, -2.632, -0.057)  -0.611
H (1.232, 0.359, 1.305)  0.239
H (1.419, -1.591, 2.037)  0.240
H (1.511, -2.988, -1.017)  0.501
C (-1.221, 2.246, -0.387)  -0.382
C (-2.067, 1.238, -0.606)  -0.319
I (-1.787, -0.533, 0.474)  0.116
H (-0.578, 2.277, 0.385)  0.188
H (-1.160, 3.111, -1.101)  0.208
H (-2.752, 1.165, -1.367)  0.202

The strongest force on any atom is 4.52 eV/Å. As for the HOMO energy: -8.908 eV. The calculation puts the HOMO-LUMO gap at 9.483 eV. As for the relative energy (zero: lowest compared OMol25 entry of this formula, charge and spin): 5.6618 eV. As for the structure (SMILES): C=[N+]([O-])O.C=CI. As for the LUMO energy: 0.57 eV. Its total energy is -16888.5915 eV.

# 5
The following is a quantum chemistry calculation of a molecular structure, C3H6INO3, from the OMol25 dataset.

Each line ends with the natural charge from an NBO analysis.
Cartesian coordinates (Å):
C (0.103, -1.071, 1.311)  0.754
C (-0.232, -0.601, -0.073)  -0.101
C (1.094, 0.853, -0.345)  -0.026
N (-1.494, -0.042, -0.178)  -0.804
O (0.770, -2.233, 1.383)  -0.663
O (-0.183, -0.452, 2.297)  -0.569
O (0.337, 1.972, -0.404)  -0.719
I (2.198, 0.421, -2.170)  -0.012
H (0.002, -1.285, -0.884)  0.197
H (1.803, 0.804, 0.477)  0.178
H (-1.677, 0.433, -1.049)  0.385
H (-1.728, 0.542, 0.616)  0.393
H (0.890, -2.659, 0.525)  0.492
H (0.809, 2.745, -0.069)  0.493

The strongest force on any atom is 3.27 eV/Å. As for the HOMO energy: -8.797 eV. The calculation puts the HOMO-LUMO gap at 9.197 eV. As for the relative energy (zero: lowest compared OMol25 entry of this formula, charge and spin): 1.4541 eV. As for the LUMO energy: 0.40 eV. Its total energy is -18940.4862 eV.

# 6
The following is a quantum chemistry calculation of C3H6INOS in the gas phase, from the OMol25 dataset.

Each line ends with the natural charge from an NBO analysis.
Cartesian coordinates (Å):
C (2.207, 0.392, -0.447)  0.609
C (0.425, -0.845, 0.858)  -0.418
C (-0.145, 0.642, -0.882)  -0.389
N (0.944, -0.011, -0.229)  -0.447
O (2.508, 1.251, -1.269)  -0.572
S (3.630, -2.244, 2.227)  -0.596
I (3.950, -0.394, 0.835)  0.550
H (-0.045, -0.355, 1.741)  0.203
H (-0.299, -1.488, 0.527)  0.203
H (1.346, -1.341, 1.228)  0.238
H (0.020, 0.949, -2.030)  0.222
H (-0.902, -0.026, -0.962)  0.200
H (-0.385, 1.448, -0.346)  0.197

The strongest force on any atom is 6.08 eV/Å. As for the HOMO energy: -8.251 eV. The calculation puts the HOMO-LUMO gap at 7.497 eV. As for the relative energy (zero: lowest compared OMol25 entry of this formula, charge and spin): 2.6768 eV. As for the LUMO energy: -0.75 eV. Its total energy is -25679.1102 eV.

# 7
The following is a quantum chemistry calculation of a molecular structure, C3H6IO3, from the OMol25 dataset.

Each line ends with the natural charge from an NBO analysis.
Cartesian coordinates (Å):
I (-1.167, 0.072, -2.918)  -0.800
C (0.453, -1.350, 1.829)  -0.253
O (-0.628, -1.277, 0.941)  -0.519
C (-0.752, -0.353, -0.026)  0.989
O (-1.784, -0.319, -0.680)  -0.626
O (0.337, 0.463, -0.159)  -0.557
C (0.312, 1.540, -1.137)  -0.308
H (0.333, -0.720, 2.711)  0.167
H (1.407, -0.995, 1.440)  0.191
H (0.638, -2.392, 2.089)  0.180
H (1.260, 2.068, -1.026)  0.156
H (-0.577, 2.135, -0.930)  0.174
H (0.167, 1.127, -2.135)  0.206

The strongest force on any atom is 8.06 eV/Å. As for the HOMO energy: -1.808 eV. The calculation puts the HOMO-LUMO gap at 5.106 eV. As for the relative energy (zero: lowest compared OMol25 entry of this formula, charge and spin): 4.1082 eV. As for the LUMO energy: 3.30 eV. Its total energy is -17449.9587 eV. Its charge is -1.

# 8
The following is a quantum chemistry calculation of a molecular structure, C3H6IrO5, from the OMol25 dataset.

Each line ends with the Mulliken spin population.
Cartesian coordinates (Å):
C (-1.060, -1.050, 0.052)  -0.001
C (0.160, -0.225, 0.444)  0.007
O (1.314, -0.805, -0.177)  -0.007
C (2.482, -0.204, -0.031)  -0.065
O (2.598, 0.863, 0.632)  0.053
O (3.480, -0.722, -0.607)  0.094
O (-2.209, -0.548, 0.653)  -0.001
Ir (4.478, 0.790, 0.159)  3.922
H (-0.899, -2.094, 0.370)  0.000
H (-1.139, -1.058, -1.054)  0.001
H (0.290, -0.230, 1.535)  -0.001
H (0.044, 0.814, 0.105)  -0.002
H (-2.685, 0.216, 0.025)  0.000
O (-3.642, 1.709, -1.152)  1.022
H (-3.212, 2.544, -0.953)  -0.020

The strongest force on any atom is 8.63 eV/Å. As for the HOMO energy (spin up / spin down): -7.218 / -9.471 eV. The calculation puts the HOMO-LUMO gap (spin up / spin down) at 7.420 / 6.295 eV. As for the LUMO energy (spin up / spin down): 0.20 / -3.18 eV. Its total energy is -16276.2103 eV. The multiplicity is 6.

# 9
The following is a quantum chemistry calculation of a molecular structure, C3H6LuNOTe4, from the OMol25 dataset.

Each line ends with the natural charge from an NBO analysis.
Cartesian coordinates (Å):
Lu (7.570, 2.976, 5.770)  1.309
Te (9.561, 3.626, 3.206)  -0.213
Te (10.798, 3.302, 5.510)  -0.052
Te (9.000, 4.331, 8.046)  -0.169
Te (6.369, 4.186, 8.238)  -0.364
N (3.416, 3.088, 5.075)  -0.775
C (4.770, 2.946, 5.092)  0.730
O (5.457, 2.203, 5.849)  -0.714
C (5.473, 3.636, 3.969)  -0.536
C (6.606, 4.442, 4.489)  -1.023
H (2.875, 2.831, 5.849)  0.413
H (2.937, 3.597, 4.244)  0.431
H (4.707, 4.405, 3.707)  0.210
H (5.945, 2.923, 3.182)  0.256
H (6.352, 5.044, 5.420)  0.237
H (7.130, 5.136, 3.767)  0.259

The strongest force on any atom is 3.04 eV/Å. As for the HOMO energy (spin up / spin down): -6.741 / -6.668 eV. The calculation puts the HOMO-LUMO gap (spin up / spin down) at 4.896 / 4.672 eV. As for the LUMO energy (spin up / spin down): -1.84 / -2.00 eV. Its total energy is -69538.8231 eV.

# 10
The following is a quantum chemistry calculation of a molecular structure, C3H6MgMnO4S, from the OMol25 dataset.

Each line ends with the Mulliken spin population.
Cartesian coordinates (Å):
Mg (0.722, 1.550, 0.482)  -0.026
S (3.450, 0.821, -0.428)  0.047
O (2.852, -0.646, 0.026)  0.108
O (2.617, 1.923, 0.442)  0.003
O (0.103, 0.761, -1.269)  0.044
C (-1.259, 0.452, -1.133)  0.005
C (-1.509, -0.810, -0.283)  0.009
O (-0.358, -1.173, 0.470)  0.015
C (-0.043, -0.183, 1.550)  0.014
Mn (1.175, -1.037, -0.812)  4.786
H (-1.669, 0.254, -2.140)  -0.006
H (-1.806, 1.299, -0.677)  -0.001
H (-1.706, -1.675, -0.935)  -0.010
H (-2.361, -0.664, 0.398)  0.007
H (0.734, -0.716, 2.123)  0.002
H (-0.943, -0.157, 2.186)  0.002

The strongest force on any atom is 1.79 eV/Å. As for the HOMO energy (spin up / spin down): -6.160 / -6.223 eV. The calculation puts the HOMO-LUMO gap (spin up / spin down) at 5.402 / 5.160 eV. As for the LUMO energy (spin up / spin down): -0.76 / -1.06 eV. Its total energy is -58997.5365 eV. The multiplicity is 6.

# 11
The following is a quantum chemistry calculation of a molecular structure, C3H6MoN4O4S2, from the OMol25 dataset.

Each line ends with the Mulliken spin population.
Cartesian coordinates (Å):
Mo (0.542, 2.078, -0.001)  2.240
O (3.149, 4.139, -1.258)  0.005
S (2.669, 3.763, 0.000)  0.052
O (3.150, 4.136, 1.259)  0.005
O (2.397, 2.073, -0.002)  -0.060
O (0.996, 3.879, 0.001)  -0.082
C (-0.324, -3.293, 0.000)  -0.001
C (-1.204, -2.103, 0.000)  -0.002
N (-2.502, -2.095, 0.000)  -0.005
N (-2.870, -0.786, 0.000)  -0.015
C (-1.841, 0.032, 0.000)  -0.016
S (-1.818, 1.766, -0.001)  -0.118
N (-0.764, -0.783, 0.000)  -0.007
N (0.539, -0.252, 0.000)  0.010
H (-0.954, -4.180, 0.001)  0.000
H (0.305, -3.313, 0.893)  0.000
H (0.305, -3.314, -0.892)  0.000
H (-3.856, -0.543, 0.000)  0.000
H (1.042, -0.602, -0.823)  -0.004
H (1.042, -0.602, 0.822)  -0.004

The strongest force on any atom is 0.92 eV/Å. As for the HOMO energy (spin up / spin down): -18.230 / -18.331 eV. The calculation puts the HOMO-LUMO gap (spin up / spin down) at 6.719 / 7.368 eV. As for the relative energy (zero: lowest compared OMol25 entry of this formula, charge and spin): 0.3043 eV. As for the LUMO energy (spin up / spin down): -11.51 / -10.96 eV. Its total energy is -40863.9459 eV. The multiplicity is 3. Its charge is +2.

# 12
The following is a quantum chemistry calculation of a gas-phase ion, C3H6N (charge +1), from the OMol25 dataset.

Each line ends with the natural charge from an NBO analysis.
Cartesian coordinates (Å):
C (-1.660, 0.104, 0.014)  0.121
N (-0.364, 0.149, -0.058)  -0.278
C (1.043, 0.758, -0.015)  -0.181
C (0.720, -0.790, 0.011)  -0.241
H (-2.294, 1.052, 0.313)  0.257
H (-2.251, -0.884, 0.099)  0.253
H (1.127, 1.309, 0.929)  0.252
H (1.567, 1.322, -0.812)  0.282
H (0.939, -1.462, -0.827)  0.267
H (0.899, -1.420, 1.001)  0.270

The strongest force on any atom is 2.71 eV/Å. As for the HOMO energy: -17.605 eV. The calculation puts the HOMO-LUMO gap at 12.114 eV. As for the relative energy (zero: lowest compared OMol25 entry of this formula, charge and spin): 1.8539 eV. As for the structure (SMILES): C=[N+]1CC1. As for the LUMO energy: -5.49 eV. Its total energy is -4688.2629 eV. Its charge is +1.

- Which value of strongest force on any atom does entry 7 give?
  8.06 eV/Å